Formula: C5H10O
Source: OMol25
Level of theory: ωB97M-V/def2-TZVPD

XYZ file:
```
16
Properties=species:S:1:pos:R:3:forces:R:3:mulliken_charge:R:1
C 2.2536 0.6412 -0.6739 0.105 0.012 0.004 -1.3040
C 0.7844 0.3445 -0.4854 0.038 -0.346 -0.225 -0.2525
C 0.3453 -0.6704 0.3808 0.180 0.132 -0.243 -0.1897
O -0.6182 0.4510 1.6322 -0.074 0.335 0.133 -0.6664
C -1.0647 -0.6300 0.8425 -0.007 -0.232 -0.124 0.3322
C -2.1856 -0.3361 -0.1362 -0.015 0.076 -0.041 -1.2218
H 2.8270 0.3790 0.2220 -0.091 0.037 -0.118 0.3301
H 2.4227 1.7051 -0.8711 -0.040 -0.155 0.027 0.3237
H 2.6764 0.0818 -1.5172 -0.059 0.086 0.117 0.3278
H 0.1547 0.9324 0.5680 -0.189 -0.072 0.326 0.4699
H 0.1295 0.5879 -1.3231 0.059 -0.010 0.153 0.3010
H 1.0441 -1.2153 1.0118 -0.091 0.072 -0.070 0.3134
H -1.3272 -1.4934 1.4687 0.047 0.127 -0.080 0.3362
H -1.9623 0.5289 -0.7671 -0.021 -0.110 0.102 0.2573
H -3.0942 -0.1065 0.4283 0.123 -0.045 -0.062 0.3416
H -2.3856 -1.2000 -0.7803 0.036 0.094 0.100 0.3012
```
Forces are in eV/Å.

Properties
Multiplicity ... 1
Relative energy (zero: lowest compared OMol25 entry of this formula, charge and spin) ... 87.9 kcal per mole
HOMO-LUMO gap ... 8.964 eV